C13H22ClNO | the ωB97M-V functional and the def2-TZVPD basis

Bonds (Å) are listed after each position.
Atoms and positions in Å:
1 O -1.989 -2.064 -0.702  C2 1.218
2 C -1.451 -1.212 -0.019  O1 1.218, C3 1.527, N6 1.350
3 C -2.162 0.099 0.311  C2 1.527, C4 1.520, H17 1.092, H18 1.091
4 C -3.544 0.092 -0.322  C3 1.520, Cl5 1.781, H19 1.089, H20 1.089
5 Cl -4.393 1.615 0.040  C4 1.781
6 N -0.218 -1.386 0.501  C2 1.350, C7 1.450, C16 1.443
7 C 0.511 -2.604 0.206  N6 1.450, C8 1.526, H21 1.096, H22 1.091
8 C 1.757 -2.283 -0.615  C7 1.526, C9 1.527, H23 1.091, H24 1.090
9 C 2.609 -1.246 0.112  C8 1.527, C10 1.538, H25 1.094, H26 1.089
10 C 1.814 0.023 0.464  C9 1.538, C11 1.547, C15 1.534, C16 1.546
11 C 2.659 0.956 1.366  C10 1.547, C12 1.530, H27 1.092, H28 1.092
12 C 3.182 2.194 0.634  C11 1.530, C13 1.523, H29 1.091, H30 1.092
13 C 3.699 1.820 -0.750  C12 1.523, C14 1.535, H31 1.091, H32 1.092
14 C 2.556 1.289 -1.627  C13 1.535, C15 1.531, H33 1.092, H34 1.091
15 C 1.376 0.795 -0.786  C10 1.534, C14 1.531, H35 1.092, H36 1.091
16 C 0.560 -0.427 1.248  N6 1.443, C10 1.546, H37 1.098, H38 1.088
17 H -2.256 0.205 1.394  C3 1.092
18 H -1.589 0.943 -0.077  C3 1.091
19 H -4.150 -0.723 0.068  C4 1.089
20 H -3.477 0.004 -1.406  C4 1.089
21 H 0.798 -3.078 1.152  C7 1.096
22 H -0.160 -3.268 -0.340  C7 1.091
23 H 2.335 -3.196 -0.765  C8 1.091
24 H 1.458 -1.913 -1.596  C8 1.090
25 H 2.975 -1.690 1.042  C9 1.094
26 H 3.477 -0.992 -0.495  C9 1.089
27 H 2.064 1.281 2.222  C11 1.092
28 H 3.509 0.395 1.759  C11 1.092
29 H 2.393 2.940 0.536  C12 1.091
30 H 3.984 2.643 1.223  C12 1.092
31 H 4.160 2.688 -1.223  C13 1.091
32 H 4.476 1.062 -0.636  C13 1.092
33 H 2.195 2.080 -2.287  C14 1.092
34 H 2.923 0.483 -2.265  C14 1.091
35 H 0.787 1.655 -0.461  C15 1.092
36 H 0.724 0.175 -1.404  C15 1.091
37 H 0.883 -0.905 2.182  C16 1.098
38 H -0.045 0.441 1.504  C16 1.088

Calculated values
orbital gap: 9.87 eV
E_HOMO: -9.18 eV
structure (SMILES): O=C(CCCl)N1CCCC2(CCCCC2)C1
relative energy (zero: lowest compared OMol25 entry of this formula, charge and spin): 0.0000 eV
net charge: 0